# 1
Density functional theory data (ωB97M-V with the def2-TZVPD basis set) for the molecule C4H7ClFNS in a non-equilibrium geometry.

Calculated values
Calculated total energy: -31823.509 eV
ΔE to the lowest compared entry with this formula, charge and spin: 48.6 kcal per mole
Max |F|: 5.32 eV/A
Kohn-Sham gap: 0.340 hartree
Structure (SMILES): N[C@@H]1[C@@H](Cl)[C@@]1(S)CF

Structure (XYZ):
```
15
Properties=species:S:1:pos:R:3:mulliken_charge:R:1
Cl -2.74 0.45 -0.60 -0.188
S 1.56 -0.48 -1.30 -0.227
F 1.23 1.96 0.80 -0.274
N -0.06 -1.87 1.12 -0.604
C -0.50 -0.63 0.68 -0.362
C 0.18 0.26 -0.47 0.447
C -1.20 -0.48 -0.53 -0.262
C 0.25 1.77 -0.19 -0.506
H -0.68 0.11 1.47 0.355
H -1.05 -1.40 -1.20 0.267
H -0.72 2.10 0.37 0.214
H 0.31 2.42 -1.11 0.308
H -0.28 -2.75 0.26 0.334
H 2.59 0.20 -0.71 0.166
H 1.11 -1.65 1.41 0.333
```

***

# 2
Density functional theory data (ωB97M-V with the def2-TZVPD basis set) for the ion C4H7ClN with charge +1 in a non-equilibrium geometry.

Calculated values
Calculated total energy: -18261.166 eV
ΔE to the lowest compared entry with this formula, charge and spin: 135.2 kcal per mole
Max |F|: 4.84 eV/A
Net charge: +1
Kohn-Sham gap: 0.302 hartree

Structure (XYZ):
```
13
Properties=species:S:1:pos:R:3:mulliken_charge:R:1
Cl 3.35 0.19 0.34 0.057
N -0.74 -0.12 0.24 -0.043
C 0.58 -0.61 0.66 -0.249
C 1.78 0.79 0.26 -0.048
C -0.98 1.26 -0.31 -0.773
C -0.03 -1.23 -0.50 -0.271
H -0.42 1.32 -1.16 0.355
H -2.13 1.28 -0.42 0.315
H -1.42 -0.52 0.93 0.366
H -0.63 -2.20 -0.55 0.251
H -0.57 2.00 0.39 0.369
H 0.92 -1.20 1.53 0.401
H 0.28 -0.96 -1.41 0.270
```

***

# 3
Density functional theory data (ωB97M-V with the def2-TZVPD basis set) for the molecule C4H7ClN2 in a non-equilibrium geometry.

Calculated values
Calculated total energy: -19761.428 eV
ΔE to the lowest compared entry with this formula, charge and spin: 76.2 kcal per mole
Max |F|: 6.17 eV/A
Kohn-Sham gap: 0.376 hartree
Structure (SMILES): Cl/N=C1/CCCN1

Structure (XYZ):
```
14
Properties=species:S:1:pos:R:3:mulliken_charge:R:1
Cl 2.48 -1.47 1.88 -0.104
N 1.92 0.04 1.38 -0.477
N 0.27 -1.31 0.01 -0.509
C 0.23 1.27 0.16 -0.437
C -0.68 0.67 -0.89 -0.504
C 0.95 0.13 0.63 0.525
C -1.02 -0.75 -0.40 -0.513
H -0.38 1.92 0.79 0.260
H 0.35 -2.03 0.67 0.266
H -0.23 0.45 -1.97 0.222
H 0.81 2.09 -0.29 0.287
H -1.82 -0.70 0.43 0.283
H -1.65 1.09 -1.13 0.364
H -1.24 -1.38 -1.28 0.335
```

***

> Kohn-Sham gap of number 2 (C4H7ClN)?

0.302 hartree